C22H45CoN2OP3 | the ωB97M-V functional and the def2-TZVPD basis

Output
total charge	+3
multiplicity	5
HOMO energy (spin up / spin down)	-16.3 / -16.4	eV
frontier orbital gap (spin up / spin down)	0.224 / 0.142	Eh
total energy	-94035.07340	eV
energy relative to the best compared isomer or geometry (same formula, charge and spin)	0.0	kJ/mol

Cartesian coordinates (Å):
H 3.92 -1.13 -1.47
H 3.15 -0.08 1.85
H 0.08 -2.60 -1.87
C 3.16 -0.41 -1.16
H -1.57 0.38 -1.49
C -2.13 1.04 -5.96
H 3.41 -3.05 -0.48
C 0.63 3.85 2.71
H 2.02 -3.56 0.52
H -0.99 2.37 -7.17
N -0.23 1.98 1.79
C 0.32 1.07 -6.01
P 0.87 -0.75 2.55
H -1.48 1.59 -0.14
H 1.22 1.50 -6.46
H -1.06 0.09 3.82
H -2.37 -0.86 2.62
H 1.00 -3.22 2.37
H 0.50 -2.68 3.98
H -3.29 3.23 2.29
C 1.10 -2.20 -2.00
H 2.44 1.04 3.05
H -0.39 -3.76 0.22
H -3.10 1.36 -6.31
H 1.38 -0.32 -4.74
C 2.54 -0.02 2.76
H -2.04 -2.13 -1.94
H -3.31 -2.68 -0.82
H 2.21 -2.56 3.49
O -2.98 -0.92 -4.82
H -0.93 -1.51 -4.28
H 1.11 -1.53 -2.86
C 0.48 0.95 -0.92
H 1.79 2.42 1.67
H 1.42 5.80 2.85
N 0.88 2.72 2.02
C -2.10 -0.08 -5.05
P -1.55 -1.60 0.43
H 0.46 0.85 4.34
C 1.17 -2.47 3.14
H -0.97 -3.47 1.89
H 3.57 0.25 -0.39
H -3.43 -0.32 1.28
C -1.21 -3.36 0.83
H -2.90 1.90 1.18
C 0.00 -0.09 4.03
H -3.47 -2.03 1.83
H -2.98 1.62 2.94
C -2.83 -1.15 1.67
Co 0.11 -0.24 0.45
C 2.67 -2.72 0.27
H 0.08 -0.81 4.85
H 2.85 0.19 -2.02
C -2.62 -1.86 -1.05
H 0.97 1.84 -0.50
H 1.77 -3.05 -2.20
C 1.71 4.77 3.11
H -2.13 -3.92 0.60
H 3.05 -0.56 3.57
H -1.32 4.63 3.40
C 0.42 0.08 -5.08
H 3.21 -2.39 1.16
H 2.65 4.53 2.61
P 1.72 -1.35 -0.49
C -1.25 2.72 2.29
C -0.78 -0.42 -4.37
C -0.74 3.87 2.90
C -0.95 1.57 -6.44
H 0.83 0.72 -1.94
H -3.20 -0.95 -1.27
H -0.81 -0.02 -3.33
H 1.87 4.74 4.20
C -0.96 0.78 -0.67
C -2.67 2.33 2.17